No. 1
C5H10NO2 as an isolated structure. Source: the OMol25 dataset; level of theory: ωB97M-V/def2-TZVPD.

## Properties
- Frontier orbital gap (spin up / spin down): 4.689 / 4.781 eV
- Highest occupied orbital energy (spin up / spin down): 2.05 / 1.89 eV
- Multiplicity: 2
- Energy relative to the best compared isomer or geometry (same formula, charge and spin): 101.60 kcal/mol
- Expectation value of S²: 0.756
- Net charge: -2

Last column: Mulliken spin population.
CARTESIAN COORDINATES (ANGSTROEM)
C: 0.28 -0.93 -1.48  0.06
C: 0.35 -1.10 0.02  0.37
C: 1.10 -0.14 0.84  0.44
C: 1.67 1.13 0.27  -0.02
N: -1.78 1.36 0.36  0.00
C: -2.37 0.11 0.29  -0.02
O: -2.70 -0.37 -0.85  0.01
O: -2.52 -0.58 1.40  0.01
H: 1.27 -0.85 -1.96  0.02
H: -0.31 -1.74 -1.90  -0.01
H: -0.29 -0.04 -1.71  0.02
H: 0.33 -2.14 0.32  0.02
H: -0.24 -0.24 0.81  -0.01
H: 1.49 -0.41 1.82  0.05
H: 2.55 0.98 -0.39  0.04
H: 0.90 1.66 -0.30  0.01
H: 1.94 1.79 1.09  0.00
H: -1.65 1.51 1.36  0.00

---

No. 2
A 2-piece molecular cluster, C5H10NO2 overall. Source: the OMol25 dataset; level of theory: ωB97M-V/def2-TZVPD.

## Properties
- Frontier orbital gap: 8.783 eV
- Highest occupied orbital energy: -13.06 eV
- Multiplicity: 1
- Energy relative to the best compared isomer or geometry (same formula, charge and spin): 114.22 kcal/mol
- Net charge: +1

Last column: Mulliken charge in e.
CARTESIAN COORDINATES (ANGSTROEM)
C: 1.73 -1.95 -0.02  -0.39
C: 2.22 0.39 0.18  -0.25
C: -2.11 -0.86 -0.62  -1.17
C: -1.55 0.18 0.39  -0.22
C: 0.32 1.60 0.27  0.14
N: 2.20 -0.79 0.07  0.04
O: 0.88 2.69 -0.12  -0.37
O: -0.70 1.04 -0.42  -0.26
H: 1.52 -2.27 0.95  0.30
H: 1.49 -2.61 -0.79  0.33
H: 3.19 0.99 0.29  0.31
H: -1.38 -1.20 -1.35  0.31
H: -2.39 -1.73 -0.07  0.37
H: -2.89 -0.42 -1.16  0.37
H: -1.11 -0.19 1.36  0.36
H: -2.48 0.84 0.77  0.28
H: 0.46 1.33 1.32  0.46
H: 0.58 2.95 -1.04  0.39

---

No. 3
A 2-piece molecular cluster, C5H10NO2 overall. Source: the OMol25 dataset; level of theory: ωB97M-V/def2-TZVPD.

## Properties
- Frontier orbital gap (spin up / spin down): 7.411 / 5.307 eV
- Highest occupied orbital energy (spin up / spin down): -10.17 / -13.99 eV
- Multiplicity: 3
- Energy relative to the best compared isomer or geometry (same formula, charge and spin): 112.08 kcal/mol
- Expectation value of S²: 2.006
- Net charge: +1

Last column: Mulliken spin population.
CARTESIAN COORDINATES (ANGSTROEM)
C: 2.19 1.05 0.48  -0.01
C: 1.61 0.97 -0.97  0.02
C: -2.43 0.11 -0.53  0.01
C: -2.30 0.06 0.91  0.01
C: 1.00 -1.25 -0.05  0.82
N: 1.65 -0.16 -0.15  0.75
O: -1.20 -0.08 0.07  0.01
O: 0.83 -1.96 0.96  0.29
H: 3.25 1.14 0.41  0.03
H: 1.51 1.54 1.21  0.02
H: 0.67 1.52 -1.00  0.04
H: 2.21 1.03 -1.87  0.04
H: -2.88 -0.61 -1.15  0.00
H: -2.30 1.08 -1.13  0.00
H: -2.74 -0.79 1.35  0.00
H: -2.28 0.93 1.44  0.00
H: 0.55 -1.66 -0.93  -0.02
H: 0.64 -2.91 0.98  0.00

---

No. 4
A 2-piece molecular cluster, C5H10NO3 overall. Source: the OMol25 dataset; level of theory: ωB97M-V/def2-TZVPD.

## Properties
- Frontier orbital gap: 6.997 eV
- Highest occupied orbital energy: -3.59 eV
- Multiplicity: 1
- Energy relative to the best compared isomer or geometry (same formula, charge and spin): 52.31 kcal/mol
- Net charge: -1

Last column: Mulliken charge in e.
CARTESIAN COORDINATES (ANGSTROEM)
C: -0.52 0.16 3.83  -0.95
C: -0.68 -0.69 2.54  0.62
O: -1.77 -0.55 2.03  -0.66
O: 0.34 -1.31 2.20  -0.74
H: 0.49 0.46 4.01  0.30
H: -0.97 -0.41 4.63  0.24
H: -1.15 1.09 3.60  0.22
C: 0.49 0.39 -1.01  0.21
C: 1.80 0.14 -1.80  -1.28
C: -0.78 -0.19 -1.55  0.43
O: -1.87 -0.59 -1.19  -0.56
N: -0.80 -0.18 -3.04  -0.39
H: 0.52 0.18 0.10  -0.06
H: 0.28 1.46 -0.96  0.23
H: 1.92 0.77 -2.77  0.25
H: 1.86 -0.92 -2.12  0.31
H: -1.68 -0.45 -3.45  0.19
H: -0.15 0.23 -3.67  0.13
H: 2.67 0.40 -1.35  0.48

---

No. 5
An isolated ion of composition C5H10NOS and charge +1. Source: the OMol25 dataset; level of theory: ωB97M-V/def2-TZVPD.

## Properties
- Frontier orbital gap: 7.270 eV
- Highest occupied orbital energy: -13.90 eV
- Multiplicity: 1
- Energy relative to the best compared isomer or geometry (same formula, charge and spin): 71.90 kcal/mol
- Net charge: +1

Last column: Mulliken charge in e.
CARTESIAN COORDINATES (ANGSTROEM)
C: 0.34 0.91 -0.86  0.38
C: -0.39 1.60 0.38  -0.66
C: -1.46 0.69 0.70  0.24
C: -1.33 -0.66 1.19  -0.95
C: 1.17 -1.19 -1.51  -0.87
N: 0.99 -0.22 -0.44  0.06
O: 0.06 1.31 -1.95  -0.42
S: 2.38 0.06 0.41  -0.09
H: 0.27 1.60 1.23  0.31
H: -0.70 2.55 0.07  0.41
H: -0.38 -0.86 1.35  0.27
H: -2.45 1.05 0.49  0.39
H: -1.95 -0.63 2.14  0.44
H: -2.00 -1.26 0.54  0.37
H: 1.54 -2.12 -1.04  0.34
H: 0.14 -1.46 -1.98  0.31
H: 1.82 -0.83 -2.36  0.32
H: 1.97 -0.53 1.63  0.17

---

No. 6
An isolated ion of composition C5H10NOS and charge +1. Source: the OMol25 dataset; level of theory: ωB97M-V/def2-TZVPD.

## Properties
- Frontier orbital gap: 9.543 eV
- Highest occupied orbital energy: -13.33 eV
- Multiplicity: 1
- Energy relative to the best compared isomer or geometry (same formula, charge and spin): 70.16 kcal/mol
- Net charge: +1

Last column: Mulliken charge in e.
CARTESIAN COORDINATES (ANGSTROEM)
C: 2.56 -1.22 0.17  0.01
C: 0.00 -0.31 -1.08  -0.68
C: 0.36 1.12 0.95  -0.83
C: 2.07 -0.07 -0.72  -0.35
C: -1.73 0.02 0.66  -0.78
N: -0.54 0.54 -0.12  0.04
O: 1.73 -1.93 0.66  -0.42
S: 1.99 1.48 0.12  -0.04
H: 3.58 -1.39 0.27  0.47
H: -0.26 -0.05 -2.15  0.31
H: 0.12 -1.33 -0.85  0.41
H: 0.03 2.07 1.38  0.45
H: 0.34 0.47 1.76  0.54
H: 2.65 0.21 -1.58  0.45
H: -1.86 0.80 1.42  0.37
H: -2.69 -0.09 0.10  0.34
H: -1.64 -1.04 1.01  0.33
H: -0.84 1.46 -0.54  0.37

---

No. 7
A 2-piece molecular cluster, C5H10NP overall. Source: the OMol25 dataset; level of theory: ωB97M-V/def2-TZVPD.

## Properties
- Frontier orbital gap: 8.537 eV
- Highest occupied orbital energy: -7.71 eV
- Multiplicity: 1
- Energy relative to the best compared isomer or geometry (same formula, charge and spin): 79.81 kcal/mol

Last column: Mulliken charge in e.
CARTESIAN COORDINATES (ANGSTROEM)
C: -1.89 0.34 -0.36  0.43
C: 0.30 -0.24 -0.17  0.20
C: -2.02 1.53 0.51  -0.88
C: 0.27 -1.71 -0.23  -0.79
C: 3.04 0.24 0.27  -0.99
N: -2.46 -0.44 -1.10  -0.48
P: 1.39 1.02 -0.27  -0.14
H: -2.26 1.14 1.56  0.22
H: -1.05 2.02 0.49  0.21
H: -2.80 2.22 0.26  0.36
H: 1.48 -2.01 -0.19  0.21
H: -0.20 -2.11 -1.12  0.27
H: -0.36 -2.17 0.56  0.24
H: 2.94 -0.76 0.64  0.37
H: 3.58 0.29 -0.66  0.25
H: 3.42 0.92 1.10  0.28
H: -3.40 -0.30 -1.31  0.24

---

No. 8
One molecule with the formula C5H10O. Source: the OMol25 dataset; level of theory: ωB97M-V/def2-TZVPD.

## Properties
- Frontier orbital gap: 10.694 eV
- Highest occupied orbital energy: -9.63 eV
- Multiplicity: 1
- Energy relative to the best compared isomer or geometry (same formula, charge and spin): 47.59 kcal/mol
- SMILES: C[C@H]1CCOC1

Last column: Mulliken charge in e.
CARTESIAN COORDINATES (ANGSTROEM)
C: 1.90 -0.16 0.05  -1.46
C: 0.54 0.55 0.11  0.53
C: -0.43 0.32 -1.07  -0.55
C: -1.55 -0.60 -0.54  -0.65
O: -1.14 -1.02 0.72  -0.36
C: -0.35 0.04 1.26  -0.64
H: 2.48 0.14 -0.83  0.37
H: 2.51 0.08 0.93  0.36
H: 1.78 -1.25 0.02  0.33
H: 0.73 1.62 0.24  0.25
H: -1.29 0.99 -1.07  0.23
H: 0.04 0.13 -2.06  0.38
H: -1.90 -1.42 -1.17  0.31
H: -2.54 0.23 -0.44  0.24
H: -1.03 0.84 1.60  0.32
H: 0.19 -0.38 2.11  0.35

---

No. 9
One molecule with the formula C5H10O. Source: the OMol25 dataset; level of theory: ωB97M-V/def2-TZVPD.

## Properties
- Frontier orbital gap: 8.793 eV
- Highest occupied orbital energy: -7.94 eV
- Multiplicity: 1
- Energy relative to the best compared isomer or geometry (same formula, charge and spin): 61.60 kcal/mol
- SMILES: C[C@@H]1[C@H](C)[C@@H]1O

Last column: Mulliken charge in e.
CARTESIAN COORDINATES (ANGSTROEM)
C: -1.03 -0.61 -1.28  -1.34
C: -1.03 -0.35 0.21  0.14
C: 0.28 -0.40 0.90  -0.05
C: 1.62 -0.41 0.23  -1.26
C: -0.60 0.99 0.69  -0.47
O: -0.15 1.84 -0.32  -0.46
H: -0.19 -0.12 -1.79  0.30
H: -1.95 -0.26 -1.74  0.35
H: -0.94 -1.69 -1.45  0.34
H: -1.86 -0.81 0.73  0.36
H: 0.24 -0.83 1.91  0.46
H: 1.71 0.48 -0.41  0.30
H: 2.42 -0.36 0.98  0.36
H: 1.76 -1.30 -0.38  0.26
H: -0.21 1.10 1.69  0.42
H: -0.08 2.74 0.03  0.30

---

No. 10
One molecule with the formula C5H10O. Source: the OMol25 dataset; level of theory: ωB97M-V/def2-TZVPD.

## Properties
- Frontier orbital gap: 9.537 eV
- Highest occupied orbital energy: -8.33 eV
- Multiplicity: 1
- Energy relative to the best compared isomer or geometry (same formula, charge and spin): 64.61 kcal/mol
- SMILES: CCOC1CC1

Last column: Mulliken charge in e.
CARTESIAN COORDINATES (ANGSTROEM)
C: 2.76 0.25 -0.06  -1.22
C: 1.47 -0.34 0.50  -0.20
O: 0.32 0.26 -0.11  -0.35
C: -0.94 -0.23 0.31  -0.06
C: -2.47 0.42 0.93  -0.66
C: -2.12 0.07 -0.49  -0.39
H: 3.63 -0.20 0.44  0.37
H: 2.81 1.33 0.09  0.31
H: 2.87 0.04 -1.13  0.30
H: 1.48 -1.43 0.34  0.31
H: 1.44 -0.17 1.59  0.32
H: -0.83 -1.22 0.75  0.29
H: -2.86 -0.33 1.62  0.26
H: -2.83 1.42 1.17  0.26
H: -2.80 -0.68 -0.82  0.22
H: -1.95 0.91 -1.18  0.22

---

No. 11
One molecule with the formula C5H10O. Source: the OMol25 dataset; level of theory: ωB97M-V/def2-TZVPD.

## Properties
- Frontier orbital gap: 10.363 eV
- Highest occupied orbital energy: -9.26 eV
- Multiplicity: 1
- Energy relative to the best compared isomer or geometry (same formula, charge and spin): 94.32 kcal/mol
- SMILES: CC(C)[C@H]1CO1

Last column: Mulliken charge in e.
CARTESIAN COORDINATES (ANGSTROEM)
C: 1.38 -0.81 -1.02  -1.43
C: 0.50 0.07 0.15  0.36
C: 0.26 1.44 -0.41  -1.31
C: -0.77 -0.71 0.42  0.05
C: -1.77 -0.37 1.48  -0.44
O: -2.04 -0.10 0.12  -0.44
H: 1.54 -1.92 -0.97  0.39
H: 2.37 -0.37 -0.90  0.41
H: 1.02 -0.63 -2.05  0.32
H: 1.13 0.02 1.04  0.29
H: 1.21 1.88 -0.70  0.41
H: -0.25 2.09 0.30  0.34
H: -0.39 1.36 -1.29  0.31
H: -0.10 -1.38 -0.24  0.28
H: -2.43 -1.10 1.97  0.25
H: -1.64 0.53 2.11  0.21

---

No. 12
C5H10O as an isolated structure. Source: the OMol25 dataset; level of theory: ωB97M-V/def2-TZVPD.

## Properties
- Frontier orbital gap: 8.459 eV
- Highest occupied orbital energy: -7.70 eV
- Multiplicity: 1
- Energy relative to the best compared isomer or geometry (same formula, charge and spin): 100.91 kcal/mol

Last column: Mulliken charge in e.
CARTESIAN COORDINATES (ANGSTROEM)
C: 1.06 -1.25 -0.32  -1.30
C: -0.45 -0.04 -0.20  0.79
C: -1.49 -0.88 0.48  -1.40
C: -0.07 1.23 0.46  -1.00
C: 0.70 2.13 -0.31  -0.07
O: 1.15 1.88 -1.43  -0.63
H: 0.57 -1.96 -0.98  0.46
H: 1.34 -1.73 0.62  0.36
H: 1.91 -0.80 -0.84  0.37
H: -0.51 0.07 -1.29  0.39
H: -2.44 -0.33 0.43  0.38
H: -1.63 -1.86 0.00  0.39
H: -1.26 -1.03 1.54  0.33
H: -0.37 1.42 1.48  0.35
H: 0.73 -0.06 0.24  0.26
H: 0.92 3.12 0.17  0.34

---

No. 13
One molecule with the formula C5H10O. Source: the OMol25 dataset; level of theory: ωB97M-V/def2-TZVPD.

## Properties
- Frontier orbital gap: 9.167 eV
- Highest occupied orbital energy: -8.27 eV
- Multiplicity: 1
- Energy relative to the best compared isomer or geometry (same formula, charge and spin): 27.19 kcal/mol
- SMILES: C/C=C(\O)CC

Last column: Mulliken charge in e.
CARTESIAN COORDINATES (ANGSTROEM)
C: -0.09 -0.52 2.16  -1.10
C: -0.04 0.74 1.28  -0.42
C: 0.39 0.35 -0.09  0.57
O: 1.60 -0.28 -0.13  -0.52
C: -0.27 -0.42 -2.36  -1.28
C: -0.43 0.41 -1.13  -0.27
H: -0.40 -0.25 3.18  0.34
H: 0.89 -0.99 2.20  0.30
H: -0.80 -1.25 1.77  0.30
H: 0.64 1.48 1.71  0.29
H: -1.04 1.18 1.20  0.25
H: 1.82 -0.45 -1.06  0.29
H: 0.54 -1.17 -2.36  0.32
H: -1.20 -1.01 -2.45  0.29
H: -0.04 0.43 -2.99  0.33
H: -1.28 1.09 -1.13  0.33

---

No. 14
A 2-piece molecular cluster, C5H10O overall. Source: the OMol25 dataset; level of theory: ωB97M-V/def2-TZVPD.

## Properties
- Frontier orbital gap: 10.681 eV
- Highest occupied orbital energy: -9.59 eV
- Multiplicity: 1
- Energy relative to the best compared isomer or geometry (same formula, charge and spin): 70.04 kcal/mol
- SMILES: C1[C@H]2C[C@@H]12.CO

Last column: Mulliken charge in e.
CARTESIAN COORDINATES (ANGSTROEM)
C: -0.37 2.19 -1.27  -0.56
O: 0.66 1.79 -0.39  -0.55
C: 0.19 -0.93 -0.14  -0.39
C: 1.26 -1.44 0.76  -0.35
C: -0.16 -1.92 0.90  -0.39
C: -0.81 -0.57 0.92  -0.46
H: -0.52 3.27 -1.16  0.26
H: -1.33 1.70 -1.04  0.23
H: -0.13 1.97 -2.32  0.24
H: 0.12 -0.92 -1.22  0.39
H: 1.71 -0.75 1.48  0.13
H: 1.97 -2.14 0.32  0.24
H: -0.60 -2.90 0.79  0.29
H: -1.85 -0.49 0.62  0.30
H: 0.36 0.99 0.05  0.33
H: -0.50 0.14 1.69  0.27

---

No. 15
One molecule with the formula C5H10O. Source: the OMol25 dataset; level of theory: ωB97M-V/def2-TZVPD.

## Properties
- Frontier orbital gap: 11.138 eV
- Highest occupied orbital energy: -10.10 eV
- Multiplicity: 1
- Energy relative to the best compared isomer or geometry (same formula, charge and spin): 5.74 kcal/mol
- SMILES: OC1CCCC1

Last column: Mulliken charge in e.
CARTESIAN COORDINATES (ANGSTROEM)
O: -1.84 0.03 0.81  -0.56
C: -1.09 0.22 -0.39  0.20
C: -0.22 -1.00 -0.65  -0.93
C: 0.80 -0.87 0.49  -0.48
C: 1.24 0.59 0.31  -0.59
C: -0.05 1.33 -0.15  -0.76
H: -1.86 -0.92 0.98  0.33
H: -1.79 0.46 -1.20  0.30
H: -0.79 -1.94 -0.72  0.33
H: 0.30 -0.88 -1.62  0.29
H: 1.61 -1.60 0.46  0.37
H: 0.30 -0.97 1.47  0.28
H: 1.69 1.03 1.20  0.33
H: 1.99 0.62 -0.49  0.27
H: -0.42 2.03 0.59  0.34
H: 0.12 1.88 -1.08  0.27

---

| no. | total energy (eV) |
| --- | --- |
| 1 | -10925.95903 |
| 2 | -10921.09875 |
| 3 | -10915.82413 |
| 4 | -12980.33686 |
| 5 | -19709.80098 |
| 6 | -19709.87638 |
| 7 | -16121.44814 |
| 8 | -7392.70163 |
| 9 | -7392.09413 |
| 10 | -7391.96369 |
| 11 | -7390.67528 |
| 12 | -7390.38943 |
| 13 | -7393.58606 |
| 14 | -7391.72795 |
| 15 | -7394.51652 |